Formula: C31H27Cl2CoN9O4S
Source: the OMol25 dataset
Level of theory: ωB97M-V/def2-TZVPD

The energy above the lowest of the compared OMol25 structures with the same formula, charge and spin is 901.8 kJ/mol. For the largest force on an atom, the calculation gives 4.18 eV Å⁻¹.

```
! wB97M-V def2-TZVPD RIJCOSX def2/J DEFGRID3
* xyz 0 2
Co 1.23771 -0.17800 0.42902
Cl 1.82381 -4.24706 -0.23922
Cl 1.43086 -1.26480 -3.24636
S -4.41455 1.18928 1.38606
O 2.89164 -0.81198 -0.06667
O 0.56034 -1.98731 -0.36740
O 5.43570 0.41037 1.99815
O -1.38706 -0.38565 3.61065
N -1.61167 -0.13155 0.47393
N 1.83513 -0.11109 2.28508
N 4.01913 -0.44940 0.51194
N -2.36099 0.28746 -4.13394
N -2.05768 1.06034 -0.08204
N -2.10814 -2.06842 1.70788
N 0.83824 1.02160 -0.92686
N -0.51425 0.01069 1.31341
N -0.63080 1.36648 -2.79989
C -4.50712 2.09365 -1.93397
C 4.87420 0.61622 -1.46272
C 3.11687 0.21681 2.67344
C 0.05324 1.09223 -1.80800
C -3.76915 -1.27032 0.14502
C 1.03442 0.52726 4.45938
C 6.18656 0.29795 0.78801
C -3.63314 2.67441 -0.81944
C -2.68559 -0.86425 1.12561
C -2.82653 -0.32899 3.55371
C -5.72969 -2.15647 -1.60571
C 3.65007 2.47120 -2.37327
C -3.19470 1.58264 0.09183
C 1.76391 -2.64913 -2.30654
C -1.53659 0.76606 -3.48422
C -0.51116 -0.12562 2.61770
C 1.28943 -2.74064 -1.03966
C 2.33434 0.87913 4.85426
C 4.55341 0.80113 -3.83514
C 5.23085 -0.25488 -0.28361
C 3.36290 0.75192 3.96053
C 4.18538 1.81036 -1.28294
C 0.83710 0.07704 3.16716
C -5.02332 -1.63619 0.62674
C -3.09903 0.21136 2.17829
C 3.81231 1.95431 -3.64702
C -6.00049 -2.06878 -0.24806
C 4.15547 0.03157 1.75072
C -4.47172 -1.83176 -2.07949
C -3.48920 -1.39394 -1.20842
C 5.08078 0.13301 -2.74639
H -2.74910 3.14466 -1.25243
H 4.02332 2.21055 -0.29164
H -6.49887 -2.49531 -2.28317
H -3.94189 1.38933 -2.53803
H 6.58337 1.28593 0.53234
H -2.50656 -1.14987 -1.58448
H 2.35488 -3.41905 -2.76484
H -2.80356 -2.80573 1.74810
H -1.35707 -2.39095 1.10222
H 3.08967 3.38117 -2.22422
H 5.62547 -0.79010 -2.88495
H 3.34628 2.43939 -4.49032
H -4.23959 -1.89808 -3.12999
H 4.37441 1.04215 4.19532
H 5.57126 -1.23056 -0.65401
H -4.85480 2.89805 -2.57526
H -6.97439 -2.33066 0.13793
H 7.02282 -0.38385 0.96872
H 0.19463 0.61086 5.12835
H -3.14617 0.33931 4.35984
H 2.50325 1.26940 5.84462
H -4.20599 3.41033 -0.25209
H 4.70705 0.41078 -4.82867
H -5.37111 1.58082 -1.51605
H -3.19745 -1.34200 3.72017
H -2.34470 1.01784 2.16545
H -5.23637 -1.57267 1.68557
*
```